Computed, not measured: a 3-piece molecular cluster, C11H9BClF16NO3 overall at a distorted geometry, with ωB97M-V/def2-TZVPD.

The geometry in XYZ format:
```
42
Properties=species:S:1:pos:R:3:forces:R:3:mulliken_charge:R:1
C 3.75535 -0.01288 1.06865 0.25 -0.13 -0.20 0.877
F -0.57230 -0.07932 1.24249 0.04 -0.04 0.07 -0.239
C 5.55618 2.40052 -1.42087 0.16 0.02 -0.02 0.188
C -3.41450 3.24643 1.20311 0.11 -0.77 -0.69 0.601
C 4.04173 2.16401 -1.44881 -0.30 -0.07 -0.18 0.817
O 3.72951 0.84343 -1.30309 0.50 0.10 0.28 -0.405
H -1.78936 -4.82489 -1.45565 0.00 0.02 0.04 0.277
F -3.10612 -1.93940 -2.36209 0.05 -0.06 0.03 -0.263
F -1.72437 -2.50461 1.31487 0.04 0.02 -0.05 -0.291
H -3.42873 -3.79883 0.32872 0.21 0.03 -0.08 0.321
O -3.58243 -1.72217 0.30936 0.36 0.20 -0.33 -0.371
F 4.51804 0.48114 3.22851 0.00 0.03 -0.02 -0.269
F 3.09677 -1.09199 1.58868 -0.09 0.05 0.05 -0.312
C -2.49114 -1.42476 1.08050 -0.22 -0.12 0.20 0.831
C -3.11312 -3.12773 -1.72490 -0.07 0.31 -0.06 0.893
C 3.80100 1.00575 2.20787 -0.02 -0.01 0.21 0.099
F 5.78899 3.73122 -1.48247 0.01 -0.01 0.00 -0.258
F 3.39930 2.94566 -0.56433 0.06 0.00 0.03 -0.284
H -2.27303 0.65275 0.49660 -0.01 -0.10 0.08 -0.230
F 6.09600 1.92350 -0.28235 -0.05 0.07 -0.03 -0.218
F -1.29447 -0.53298 -0.77198 -0.01 -0.08 0.11 -0.239
F -3.96649 -3.95128 -2.40724 0.02 -0.10 0.04 -0.329
F -0.79930 -3.11175 -1.16925 -0.05 -0.03 -0.01 -0.192
C 2.98571 0.37328 -0.19806 -0.69 -0.30 -0.27 -0.722
Cl -7.04978 3.98637 1.64392 0.23 0.06 -0.18 -0.155
O -4.49552 3.80758 0.76096 0.00 0.27 0.78 -0.416
H -4.79084 -3.07110 -0.48246 0.00 0.01 -0.04 0.390
H -5.75146 1.94170 0.90057 0.22 -0.03 0.11 -0.040
F -2.95814 -0.99840 2.27718 0.05 -0.02 0.06 -0.291
H 2.79124 1.22380 2.56545 0.00 0.03 -0.04 0.272
B -5.67219 3.10828 1.07056 -0.56 0.02 -0.17 0.458
C -1.74479 -3.80200 -1.83883 0.09 -0.12 -0.13 0.071
H 6.02432 1.90902 -2.27566 -0.02 -0.01 0.00 0.237
C -3.71743 -2.97492 -0.32493 -0.56 -0.32 0.27 -0.733
H 2.13454 1.01647 0.02864 0.15 0.13 0.13 0.409
H 2.56482 -0.56485 -0.55710 0.02 -0.03 0.04 0.383
F -1.39227 -3.84425 -3.14345 0.01 0.02 0.03 -0.268
F 5.00247 -0.42082 0.75191 -0.03 0.08 0.04 -0.287
C -1.68426 -0.26336 0.49620 0.14 0.27 -0.25 0.687
F 3.62861 2.53680 -2.68553 -0.02 0.08 0.00 -0.306
N -2.50212 2.61368 1.51467 -0.06 0.58 0.18 -0.474
F 4.39961 2.15093 1.81962 -0.02 -0.05 -0.02 -0.224
```
Forces are in eV/Å.

Values from the calculation:
* spin multiplicity: 1
* SMILES string: FC(F)C(F)(F)COC(F)(F)C(F)F.FC(F)C(F)(F)COC(F)(F)C(F)F.N#COBCl
* electronic energy: -75864.8579 eV
* gap between HOMO and LUMO: 11.157 eV

---

Computed, not measured: C29H32B2BrCrF2N8O5S2 as an isolated structure, with ωB97M-V/def2-TZVPD.

The geometry in XYZ format:
```
82
Properties=species:S:1:pos:R:3:forces:R:3:mulliken_charge:R:1
C -2.21115 1.12780 -3.44351 0.12 -0.09 -0.03 0.446
H 3.86870 -3.41121 -1.04793 -0.01 0.00 0.01 0.215
F -4.55258 0.42387 -2.15279 -0.04 0.03 0.02 -0.294
C 3.20298 0.15312 2.82791 -0.02 0.00 -0.02 -1.687
N 0.41762 -1.30455 -1.00828 0.11 -0.04 -0.10 1.367
H -2.37571 2.07026 -5.92746 0.01 0.00 0.00 0.487
H -2.05493 -3.38566 -1.88620 -0.02 -0.01 0.04 0.372
H -0.71163 -4.05419 2.72189 0.00 -0.01 0.01 0.480
O -2.22794 0.81085 -2.03396 -0.46 0.14 0.30 -0.018
H -2.71812 -3.29652 7.21724 0.00 0.00 0.00 0.396
C 3.12011 1.53691 -2.42955 0.04 -0.05 -0.02 1.079
N 2.39033 0.80753 -1.56295 -0.05 0.00 0.12 0.292
C -1.23918 -4.94653 4.62957 0.00 0.05 -0.03 -0.636
F -3.47319 0.11137 -0.19112 0.01 0.08 0.09 -0.198
H -0.86314 -5.92981 4.37362 0.00 0.00 0.00 0.374
H 0.52795 0.21729 4.21313 0.00 0.04 -0.01 0.239
H 5.72152 -0.72643 2.20388 0.00 0.00 0.00 0.366
C -2.73231 2.39116 -3.79631 0.08 -0.07 0.01 0.669
C -3.75682 4.86605 -4.54670 0.01 -0.04 0.08 -0.538
H 0.41566 -4.29352 -2.33748 0.00 0.00 0.00 0.465
S -0.99364 -1.39814 1.71865 -0.05 -0.13 -0.21 -0.055
N 1.74048 -1.58447 -1.14419 -0.02 0.22 0.11 0.507
C 5.11058 -0.74324 1.30128 0.02 0.01 0.05 -1.307
N 1.60871 0.25355 1.27082 0.12 -0.01 0.05 0.806
H 2.71511 3.49525 -3.35473 0.01 0.00 0.00 0.452
C -1.73754 -2.38494 -1.59122 -0.04 -0.02 -0.01 -1.130
H 5.58843 -0.11090 0.55097 -0.01 0.01 0.00 0.212
C -1.64541 -1.37714 3.25625 -0.07 -0.10 0.28 0.113
H -2.84344 2.79008 1.00605 0.00 0.01 -0.02 0.209
Cr -0.08536 0.47893 0.07089 -0.19 -0.16 0.48 0.631
H 4.35214 0.10443 -3.45212 -0.01 0.00 0.00 0.226
H 0.56615 4.58282 -1.55884 -0.02 0.01 0.01 0.461
O -4.09664 -0.68744 5.52400 -0.05 0.07 0.09 -0.709
C 0.65195 -3.33476 -1.90637 0.05 0.06 -0.03 -1.732
H -0.07382 1.28269 2.94188 0.01 -0.02 0.01 -0.130
B 2.77575 -0.48150 -0.81039 0.00 -0.06 -0.01 -1.366
C 1.90638 -2.80243 -1.67730 0.06 -0.03 -0.04 1.068
H 3.71070 0.21911 3.77650 0.00 0.00 0.00 0.445
H -2.06354 -1.68326 -2.36043 0.03 -0.02 -0.04 0.016
C -2.00069 2.35614 1.56863 0.00 -0.10 -0.01 -1.002
H -3.23377 3.15219 -1.81666 0.01 -0.02 -0.01 0.580
O -1.88033 -0.11670 6.42331 0.01 0.08 0.10 -0.701
H -1.68869 3.12072 2.29926 0.01 -0.01 0.03 0.216
H -0.54843 3.30387 -1.03192 0.02 -0.01 0.01 -0.137
C -2.18494 -2.47218 5.30327 -0.03 -0.14 0.22 -0.192
H 4.79679 1.79732 -3.69920 0.00 0.00 0.01 0.369
C -1.63664 -2.66894 4.05759 0.06 0.24 -0.22 0.282
N -3.73760 4.52369 -3.22559 -0.01 0.06 -0.11 -0.724
C -3.26423 3.98304 -5.50227 0.00 -0.03 0.03 0.334
C -2.75291 2.75632 -5.18442 -0.02 0.06 -0.04 -1.172
C -2.28347 -3.48089 6.24322 0.01 0.01 -0.07 -0.635
H 5.18620 0.98378 -2.17691 0.00 0.00 0.01 0.200
S -2.66310 -0.77186 5.40589 0.01 -0.09 -0.23 1.136
C 3.25495 -3.38366 -1.94950 -0.01 -0.04 -0.01 -1.404
H -1.85922 -5.55225 6.59598 0.00 0.00 -0.01 0.353
H 3.79813 -2.80251 -2.69666 -0.01 0.00 0.00 0.202
C 3.73174 -0.27053 1.62722 0.05 -0.03 -0.05 1.167
H -4.15530 5.83394 -4.81503 -0.01 0.01 0.01 0.349
C 1.24441 2.60497 -1.93127 0.01 0.05 0.02 0.366
O -0.95599 2.01616 0.72203 0.16 0.21 -0.23 -0.356
C 0.81564 0.98233 3.48991 0.06 -0.02 -0.02 -1.101
N -2.16367 -0.36277 3.91963 -0.02 0.07 -0.10 -0.297
C 1.85855 0.47200 2.55387 -0.02 0.04 0.04 0.339
N 2.75488 -0.19757 0.70454 -0.07 0.02 -0.12 0.533
H -0.38979 3.70796 -2.75659 -0.02 -0.01 -0.04 0.275
C -0.25172 -2.34893 -1.48452 -0.04 -0.01 0.00 0.443
H -2.21718 -2.12568 -0.64699 0.04 0.00 0.01 0.111
H -2.39680 1.50560 2.13503 0.01 -0.02 0.02 0.269
Br -3.32088 4.52773 -7.34101 0.00 0.01 -0.01 -0.293
C -1.14958 -3.91542 3.70226 0.00 -0.08 0.00 -0.517
C -1.80134 -4.73378 5.88816 0.00 -0.01 0.01 -0.402
H 5.10521 -1.76244 0.91076 -0.01 0.00 0.00 0.189
H 3.14321 -4.40222 -2.32058 0.00 0.00 0.00 0.366
C -3.25344 3.35855 -2.88386 0.05 0.00 0.02 -0.267
C 4.43627 1.07714 -2.96488 0.01 0.03 -0.02 -1.377
C 2.42626 2.69529 -2.69279 -0.05 0.00 0.02 -1.665
O -1.74126 0.27104 -4.18180 -0.03 0.00 0.03 -0.762
N 1.23384 1.46368 -1.25969 0.04 -0.02 -0.15 1.041
C 0.14804 3.60619 -1.81362 -0.06 0.00 -0.03 -1.196
B -3.40673 0.47791 -1.46247 0.29 -0.09 -0.29 0.186
H 3.87474 -0.83958 -1.14150 -0.06 -0.01 0.00 -0.104
H 1.19366 1.84386 4.04448 0.00 0.00 0.00 0.406
```
Forces are in eV/Å.

Values from the calculation:
* spin multiplicity: 4
* net charge: -2
* electronic energy: -179682.6755 eV
* gap between HOMO and LUMO (spin up / spin down): 4.136 / 4.986 eV
* energy above the lowest of the compared OMol25 structures with the same formula, charge and spin: 4.12 kcal per mole

---

Computed, not measured: C3H3IN2O as an isolated structure at a distorted geometry, with ωB97M-V/def2-TZVPD.

The geometry in XYZ format:
```
10
Properties=species:S:1:pos:R:3:forces:R:3:mulliken_charge:R:1
H -2.14119 -1.34982 0.06063 0.17 0.05 -0.12 0.363
C -1.31690 -0.83636 -0.43851 -0.57 -0.01 -0.63 -0.905
H -0.76764 -1.50928 -1.08833 0.11 0.14 0.03 0.399
C 2.07436 1.06547 0.61469 0.42 0.28 0.25 0.359
O -0.68757 0.07661 1.71228 -0.21 -0.31 -0.69 -0.348
H 1.46102 -0.12758 -0.84022 0.25 0.17 0.07 0.221
N 2.91804 1.66194 1.12181 0.57 0.37 0.73 -0.471
C -0.51691 -0.18959 0.58999 3.57 2.00 0.92 0.620
N 1.16262 0.48006 -0.09014 -4.45 -2.42 -0.69 -0.427
I -2.18581 0.72855 -1.64220 0.15 -0.28 0.13 0.190
```
Forces are in eV/Å.

Values from the calculation:
* spin multiplicity: 1
* electronic energy: -16285.6673 eV
* gap between HOMO and LUMO: 8.087 eV
* energy above the lowest of the compared OMol25 structures with the same formula, charge and spin: 30.64 kcal per mole